No. 1
70
Properties=species:S:1:pos:R:3:mulliken_charge:R:1 method="wB97M-V/def2-TZVPD" largest_force_ev_per_a=1.403 charge=-1 de_lowest_kcal_mol=0.0 homo_energy_ev=-6.19 orbital_gap_ev=8.597 total_energy_ha=-2612.2126
Cl -3.4094 1.8288 -2.0898 1.67
O -3.4068 0.4101 -2.3652 -0.68
O -2.0982 2.3779 -2.3843 -0.62
O -4.3784 2.4960 -2.9255 -0.73
O -3.6905 2.0525 -0.6835 -0.63
O 1.8425 -1.1588 -1.5877 -1.01
P 1.4364 -1.7982 -0.3298 0.62
N 1.3321 -3.4606 -0.4734 0.23
C 0.8732 -4.0472 -1.7186 -1.07
C 1.3801 -4.3880 0.6441 -1.31
N 0.0437 -1.2148 0.3688 0.91
C -1.1210 -0.9953 -0.4881 -0.65
C -0.3516 -1.8283 1.6383 -1.16
N 2.5268 -1.6093 0.9128 0.23
C 2.6049 -0.2320 1.4031 -0.97
C 3.8416 -2.2404 0.8011 -1.11
H 1.4421 -3.6920 -2.5786 0.29
H -0.1866 -3.8313 -1.9050 0.28
H 0.9558 -5.1353 -1.6997 0.39
H 2.0632 -5.2078 0.3823 0.41
H 0.4029 -4.8408 0.8380 0.34
H 1.7884 -3.8971 1.5203 0.48
H -0.9523 -0.1005 -1.0922 0.19
H -1.3304 -1.8069 -1.1884 0.28
H -1.9824 -0.7559 0.1277 -0.17
H -1.0651 -2.6425 1.4943 0.29
H 0.5170 -2.1475 2.2077 0.44
H -0.8226 -1.0629 2.2661 0.28
H 1.6050 0.1652 1.5641 0.04
H 3.1772 -0.1656 2.3272 0.50
H 3.0215 0.4343 0.6350 0.24
H 3.6958 -3.3130 0.6763 0.34
H 4.3975 -2.0570 1.7172 0.36
H 4.3662 -1.8706 -0.0875 0.31
C -1.0695 2.4615 0.8515 0.05
O -0.4791 3.6397 1.4147 -0.42
C 0.8381 3.6608 1.5062 0.84
O 1.5934 2.7820 1.1769 -0.45
O 1.1906 4.8088 2.0998 -0.38
C 2.5871 5.0961 2.0167 -0.63
H -0.9927 2.4860 -0.2388 0.07
H -2.1177 2.4463 1.1156 0.24
H -0.5225 1.5644 1.1530 -0.04
H 2.9276 5.0086 0.9870 0.27
H 3.1514 4.4780 2.7128 0.26
H 2.7233 6.1348 2.3155 0.24
C 4.1160 3.6514 -4.7541 -0.60
O 2.7623 4.0670 -4.8901 -0.36
C 1.8141 3.6509 -4.0339 0.77
O 0.6732 3.9725 -4.1495 -0.52
O 2.3401 2.8552 -3.1025 -0.42
C 1.5177 2.4334 -2.0090 -0.45
H 4.5459 4.1548 -3.8858 0.25
H 4.6236 3.9309 -5.6710 0.25
H 4.2027 2.5761 -4.5996 0.28
H 0.5439 2.0591 -2.3187 0.34
H 1.4104 3.2877 -1.3429 0.23
H 2.0688 1.6604 -1.4843 0.14
C -5.5290 -4.3882 3.0289 -0.64
O -5.7822 -2.9951 2.9069 -0.37
C -4.8720 -2.2668 2.2703 0.74
O -3.7974 -2.6809 1.9114 -0.54
O -5.3600 -1.0534 2.0909 -0.31
C -4.4621 -0.0887 1.5581 -0.45
H -6.3766 -4.7880 3.5806 0.21
H -4.6121 -4.5947 3.5745 0.28
H -5.5500 -4.8197 2.0279 0.30
H -4.1578 -0.3438 0.5447 0.24
H -3.5503 -0.0068 2.1579 0.25
H -4.9182 0.8943 1.5516 0.27

***

No. 2
62
Properties=species:S:1:pos:R:3:mulliken_charge:R:1 method="wB97M-V/def2-TZVPD" largest_force_ev_per_a=1.261 charge=+2 de_lowest_kcal_mol=0.0 homo_energy_ev=-14.42 orbital_gap_ev=9.282 total_energy_ha=-1598.8276
Rh -0.2128 0.0174 0.0012 -0.10
N -0.7194 -1.0571 1.8329 -0.30
C -1.1288 -2.4649 1.6751 -0.50
C -2.2087 -2.5238 0.6118 -0.80
N -1.8095 -1.8276 -0.6226 -0.13
C -1.0513 -2.6735 -1.5667 -0.78
C 0.4056 -2.7975 -1.1599 -0.72
N 0.9589 -1.4401 -0.9936 -0.28
H 0.0289 -0.9729 2.5171 0.30
H -1.5092 -0.5594 2.2346 0.19
H -1.5000 -2.8761 2.6152 0.46
H -0.2530 -3.0416 1.3977 0.19
H -3.1135 -2.0437 0.9938 0.45
H -2.4635 -3.5696 0.4131 0.38
H -2.6423 -1.5018 -1.0967 0.25
H -1.1131 -2.2035 -2.5495 0.50
H -1.4930 -3.6709 -1.6495 0.36
H 0.9574 -3.3491 -1.9222 0.47
H 0.5226 -3.3461 -0.2309 0.25
H 1.0028 -0.9928 -1.9092 0.24
H 1.9129 -1.4587 -0.6432 0.27
C 3.4141 0.4321 1.9016 -0.81
O 2.2334 -0.0255 1.1757 -0.20
C 1.2560 0.8740 0.9644 0.60
O 1.2956 2.0008 1.3929 -0.62
H 3.7734 -0.4263 2.4584 0.26
H 3.1506 1.2505 2.5620 0.35
H 4.1568 0.7542 1.1756 0.30
C 2.3840 1.1256 -2.2372 -1.74
C 1.0865 1.8893 -2.0231 1.24
C 0.6913 2.6350 -3.2866 -1.58
O -0.0286 1.0734 -1.6722 -0.83
H 3.1783 1.8101 -2.5360 0.49
H 2.2718 0.3919 -3.0413 0.40
H 2.7204 0.6254 -1.3281 0.21
H 1.2745 2.6311 -1.2308 0.02
H 0.5265 1.9333 -4.1058 0.38
H 1.4701 3.3376 -3.5837 0.41
H -0.2331 3.1985 -3.1368 0.27
C -3.0594 4.2503 1.7546 -0.76
N -2.0048 4.4909 0.6641 0.12
C -2.7198 4.5464 -0.7005 -0.62
N -3.4839 3.3695 -0.9056 0.19
C -4.4589 3.1886 0.1663 -0.96
N -3.8097 3.0768 1.4737 0.20
C -3.0429 1.8340 1.6232 -1.34
P -1.6793 1.7584 0.3747 3.00
C -0.9499 3.4223 0.6982 -1.70
C -2.6639 2.1777 -1.1260 -1.11
H -3.7062 5.1272 1.7559 0.36
H -2.5285 4.1790 2.7029 0.37
H -1.5577 5.3941 0.8341 0.38
H -1.9463 4.6649 -1.4579 0.37
H -3.3577 5.4293 -0.6712 0.35
H -5.0451 2.2919 -0.0246 0.37
H -5.1333 4.0450 0.1858 0.34
H -3.7224 0.9898 1.4863 0.35
H -2.6439 1.7742 2.6387 0.53
H -0.1994 3.6346 -0.0632 0.48
H -0.4554 3.4441 1.6656 0.52
H -3.3188 1.3426 -1.3829 0.47
H -1.9642 2.3114 -1.9488 0.24

***

No. 3
71
Properties=species:S:1:pos:R:3:mulliken_charge:R:1 method="wB97M-V/def2-TZVPD" largest_force_ev_per_a=5.606 charge=+3 multiplicity=4 s_squared=3.845 homo_energy_ev="-15.97 / -15.97" orbital_gap_ev="3.356 / 5.524" total_energy_ha=-3184.0197
Cr 1.4628 1.1857 -1.2147 0.83
Zr -2.2452 -0.0520 -2.0607 2.00
O -2.7603 -1.6752 -0.8925 -0.59
H -2.7941 -2.5169 -0.4207 -0.11
O -0.3237 0.1075 -1.0256 0.34
H -0.2158 -0.4517 -0.2368 0.12
S -0.7187 1.9194 -3.4316 1.20
O -0.7910 3.0708 -4.2824 -0.53
O -1.3195 0.6745 -3.8637 -0.53
O 0.5988 1.7641 -2.8103 -0.52
O -1.6743 1.9497 -2.2442 -0.50
C 0.2237 -3.6444 1.0511 0.14
O 1.4311 -3.6889 1.0138 -0.62
N -0.6025 -4.6725 1.1989 0.12
C -2.0071 -4.3798 1.2501 -0.25
C -0.1599 -6.0609 0.9100 -0.85
H -0.2001 -2.6309 0.9264 0.23
H -2.4556 -4.0482 2.1875 0.31
H -2.6232 -5.2186 0.9256 0.38
H -2.3216 -3.6284 0.5207 -0.17
H 0.3025 -6.4987 1.7952 0.32
H -0.9970 -6.7051 0.6502 0.33
H 0.6351 -6.0417 0.1657 0.32
C -2.6343 1.6057 1.2902 -0.19
O -2.5651 1.0360 0.2033 -0.63
N -2.4797 1.0788 2.5140 0.36
C -2.2132 -0.3701 2.6279 -1.07
C -3.0687 1.6214 3.7056 -0.93
H -2.9558 2.6536 1.3895 0.41
H -1.8272 -0.7655 1.6886 0.17
H -3.1287 -0.8373 2.9927 0.43
H -1.4776 -0.7735 3.3275 0.36
H -3.4450 2.6075 3.4279 0.34
H -3.9244 1.0360 4.0431 0.34
H -2.4272 1.7668 4.5746 0.29
C 2.7382 0.8079 1.7648 0.12
O 2.0259 0.8629 0.7169 -0.34
N 2.3469 1.0549 2.9910 0.16
C 3.1955 0.9590 4.1378 -0.87
C 0.9552 1.4298 3.3407 -0.70
H 3.8036 0.5413 1.7622 0.39
H 3.0502 1.8175 4.7940 0.34
H 4.2591 0.9894 3.9054 0.35
H 2.8319 0.0632 4.6415 0.36
H 0.6753 1.0110 4.3050 0.44
H 0.9594 2.5198 3.3450 0.31
H 0.2835 1.0885 2.5552 -0.10
C -0.3863 -2.8576 -3.5804 0.12
O -0.8608 -1.8165 -3.0306 -0.73
N 0.5921 -2.7277 -4.4650 0.13
C 0.9565 -3.9763 -5.1419 -0.90
C 1.3067 -1.4916 -4.8461 -0.48
H -0.6367 -3.9031 -3.3671 0.35
H 0.7849 -3.8486 -6.2109 0.33
H 0.4406 -4.8527 -4.7569 0.33
H 2.0286 -4.1469 -5.0361 0.34
H 2.3198 -1.4873 -4.4446 0.33
H 1.2264 -1.3285 -5.9196 0.36
H 0.8577 -0.6055 -4.3992 -0.18
C 0.2918 4.0133 -0.6227 -0.14
O 0.4335 2.7987 -0.2785 -0.09
N 1.2429 4.9075 -0.4564 0.07
C 2.3544 4.7003 0.4854 -0.59
C 1.0644 6.2219 -1.0931 -0.92
H -0.5202 4.3519 -1.2797 0.53
H 3.2368 5.1385 0.0224 0.36
H 2.4782 3.6263 0.6255 0.04
H 2.2117 5.0328 1.5137 0.31
H 0.4569 6.1770 -1.9962 0.38
H 0.6601 6.9703 -0.4127 0.36
H 2.0380 6.5412 -1.4655 0.35

***

No. 4
61
Properties=species:S:1:pos:R:3:mulliken_charge:R:1 method="wB97M-V/def2-TZVPD" largest_force_ev_per_a=1.145 charge=+1 homo_energy_ev=-11.60 orbital_gap_ev=8.818 total_energy_ha=-1362.0536
C 3.4398 1.5467 -3.5288 -1.31
C 2.3650 2.1088 -2.6141 0.09
N 2.6093 3.5398 -2.3684 -0.42
N 2.0856 3.9546 -1.1217 -0.01
C 0.7725 3.9493 -0.8937 0.12
N 0.2719 3.8403 0.3550 -0.24
C -0.7069 2.7106 0.4964 -1.18
C -1.7616 2.7339 -0.6198 0.64
Si -2.1212 0.9739 -1.3233 0.06
C -1.1352 -0.2805 -0.3653 -0.79
C -3.9406 0.6515 -1.0633 -1.16
C -1.7707 0.8109 -3.1524 -1.06
C -1.4990 3.7967 -1.7021 -0.95
N -0.0661 4.0861 -1.9618 -0.13
H 3.2788 1.8351 -4.5654 0.36
H 4.4394 1.8536 -3.2156 0.37
H 3.4137 0.4587 -3.4856 0.36
H 1.3920 2.0133 -3.0951 -0.01
H 2.3206 1.5508 -1.6708 0.24
H 3.6060 3.7115 -2.3283 0.31
H 2.7211 4.3377 -0.4368 0.27
H 1.0174 3.7074 1.0309 0.37
H -1.1582 2.7998 1.4800 0.22
H -0.1142 1.7967 0.4917 0.50
H -2.7059 3.0271 -0.1590 0.62
H -0.0577 -0.2609 -0.5518 0.38
H -1.4692 -1.2907 -0.6158 0.34
H -1.2822 -0.1377 0.7080 -0.04
H -4.2351 0.9373 -0.0506 0.36
H -4.5576 1.2222 -1.7596 0.33
H -4.1658 -0.4096 -1.1823 0.35
H -2.4190 1.4451 -3.7597 0.38
H -0.7380 1.0124 -3.4420 0.23
H -1.9870 -0.2240 -3.4293 0.37
H -1.9730 4.7413 -1.4225 0.33
H -1.9429 3.4953 -2.6489 0.33
H 0.0296 5.0539 -2.2602 0.29
C -1.3415 -1.5530 3.0995 -1.16
C -0.7045 -0.2577 3.5419 0.69
O -1.0527 0.8241 3.0689 -0.67
N 0.2842 -0.3349 4.4568 -0.12
C 0.8323 -1.5287 5.0768 -0.77
H -2.1080 -1.3004 2.3730 0.33
H -0.5827 -2.1952 2.6476 0.19
H -1.7923 -2.1138 3.9173 0.47
H 0.6657 0.5588 4.7255 0.26
H 0.6966 -1.4988 6.1583 0.28
H 1.8978 -1.6179 4.8639 0.27
H 0.3447 -2.4167 4.6875 0.29
C 1.9264 -6.0397 1.5104 -1.43
C 0.9256 -4.9199 1.6693 0.89
O 0.7678 -4.3490 2.7376 -0.61
N 0.1945 -4.5693 0.5777 -0.04
C 0.2443 -5.1373 -0.7525 -0.91
H 2.4124 -6.1880 2.4695 0.30
H 1.4363 -6.9667 1.2113 0.38
H 2.6797 -5.7944 0.7610 0.37
H -0.4643 -3.8265 0.7512 0.11
H 0.5130 -4.3819 -1.4935 0.28
H -0.7189 -5.5655 -1.0340 0.31
H 0.9878 -5.9269 -0.7929 0.36

***

No. 5
58
Properties=species:S:1:pos:R:3:mulliken_charge:R:1 method="wB97M-V/def2-TZVPD" largest_force_ev_per_a=0.402 charge=+1 homo_energy_ev=-10.72 orbital_gap_ev=8.312 total_energy_ha=-1613.4325
C -1.9920 -0.1007 -0.6839 -0.85
C -2.4065 0.3666 0.7109 -0.53
C -2.3366 1.8852 0.9247 -0.20
C -3.1982 2.7098 -0.0262 0.33
C -4.6901 2.4552 0.1775 -1.15
O -5.0644 1.3159 -0.5748 -0.22
C -6.3872 1.3715 -1.0779 -0.81
O -3.0120 4.1122 0.1637 -0.42
C -1.8270 4.7690 -0.2335 -0.62
P -0.4749 3.9642 -1.2146 0.39
S 0.4160 5.1142 -2.4770 -0.38
H -0.9129 0.0120 -0.8395 0.05
H -2.2490 -1.1512 -0.8362 0.36
H -2.5089 0.4566 -1.4661 0.29
H -1.7661 -0.1089 1.4618 0.51
H -3.4243 0.0264 0.9166 0.44
H -2.6531 2.1203 1.9460 0.17
H -1.2919 2.2096 0.8577 -0.10
H -2.9944 2.4508 -1.0701 0.22
H -5.2335 3.3524 -0.1336 0.57
H -4.9051 2.2730 1.2405 0.29
H -7.1261 1.4677 -0.2743 0.31
H -6.5105 2.2075 -1.7762 0.33
H -6.5535 0.4333 -1.6065 0.23
H -1.3180 5.1668 0.6525 0.36
H -2.0969 5.6181 -0.8686 0.40
H -1.0426 2.7821 -1.7142 0.01
H 0.3349 3.4071 -0.2048 -0.03
C 0.6767 -2.8587 -0.7532 -1.37
C 1.7834 -3.0840 0.2549 -0.26
N 3.1871 -2.8340 -0.2759 -0.07
C 3.4070 -3.7200 -1.4636 -1.04
C 4.2097 -3.2804 0.7578 -0.33
C 4.2422 -2.5684 2.0980 -1.22
C 3.4124 -1.4136 -0.7598 -0.78
C 3.1628 -0.2441 0.1764 -0.69
O 1.8121 -0.1921 0.5493 -0.02
C 1.5412 0.6647 1.6523 -0.31
H 0.6859 -3.5753 -1.5727 0.35
H -0.2703 -2.9855 -0.2281 0.46
H 0.6869 -1.8430 -1.1381 0.32
H 1.7958 -4.1180 0.6020 0.53
H 1.6546 -2.4283 1.1082 0.23
H 3.2200 -4.7509 -1.1720 0.39
H 4.4354 -3.6109 -1.7994 0.43
H 2.7305 -3.4328 -2.2614 0.46
H 5.1775 -3.2066 0.2617 0.37
H 3.9966 -4.3393 0.9016 0.49
H 4.8018 -1.6388 2.0650 0.36
H 4.7554 -3.2296 2.7957 0.43
H 3.2537 -2.3756 2.5107 0.26
H 2.7850 -1.2948 -1.6416 0.46
H 4.4533 -1.3760 -1.0850 0.39
H 3.4436 0.6359 -0.4186 0.41
H 3.8122 -0.2586 1.0511 0.40
H 2.2653 1.4803 1.7107 0.42
H 1.5569 0.1033 2.5904 0.26
H 0.5501 1.0887 1.5094 -0.30

***

No. 6
64
Properties=species:S:1:pos:R:3:mulliken_charge:R:1 method="wB97M-V/def2-TZVPD" largest_force_ev_per_a=2.938 charge=0 de_lowest_kcal_mol=0.0 homo_energy_ev=-8.02 orbital_gap_ev=8.322 total_energy_ha=-2331.1656
C 4.7638 -1.3196 3.4117 -1.12
C 5.2740 0.1412 3.1492 0.58
N 6.0548 0.6828 3.9976 -0.52
C 4.7426 0.8349 1.8832 -0.48
P 6.0724 1.4847 0.7082 0.06
S 5.4179 3.4689 0.2218 -0.32
P 8.0398 1.7494 1.6220 0.24
O 8.7662 0.2536 1.9397 -0.47
O 8.0228 2.7140 2.9990 -0.44
H 5.0005 -1.6764 4.4295 0.41
H 3.6617 -1.2793 3.2269 0.17
H 5.1648 -1.9842 2.6110 0.27
H 6.2456 0.0405 4.7666 0.22
H 4.1444 0.0825 1.3134 0.19
H 4.0189 1.6528 2.1169 0.37
H 4.8880 3.3087 -1.0398 0.17
H 9.2019 0.0433 1.1080 0.35
H 7.1290 2.9801 3.2406 0.32
C -3.2194 -1.5706 1.0559 -0.57
O -2.0112 -2.1837 0.6575 -0.21
C -0.9028 -1.3042 0.7738 -0.43
C 0.3980 -2.0874 0.8103 -0.45
O 0.6714 -2.6750 2.0789 -0.42
C -0.1129 -3.8134 2.4254 -0.40
C 0.2747 -5.0666 1.6576 -0.57
O -0.2915 -5.0455 0.3551 -0.24
C 0.3861 -5.9082 -0.5338 -0.78
H -3.4513 -0.7167 0.4098 0.05
H -4.0188 -2.3060 0.9714 0.24
H -3.1584 -1.2454 2.1001 0.35
H -0.9895 -0.7016 1.6855 0.37
H -0.9053 -0.6408 -0.1007 0.31
H 1.2154 -1.3820 0.6390 0.35
H 0.4433 -2.8313 0.0134 0.19
H -1.1786 -3.6006 2.3431 0.17
H 0.0992 -3.9930 3.4824 0.40
H -0.1145 -5.9507 2.1783 0.43
H 1.3667 -5.1329 1.5974 0.34
H 1.4354 -5.6094 -0.6347 0.33
H -0.0892 -5.8270 -1.5107 0.23
H 0.3227 -6.9464 -0.1915 0.32
C -1.8228 3.6519 -4.8495 -0.78
O -2.8123 2.9217 -4.1567 -0.23
C -2.2546 1.8930 -3.3529 -0.72
C -3.2417 1.4559 -2.2846 -0.27
O -3.3084 2.3496 -1.1775 -0.42
C -3.9846 3.5836 -1.4031 -0.40
C -5.4949 3.4343 -1.4866 -0.60
O -5.8766 2.9645 -2.7715 -0.26
C -7.1605 2.3771 -2.7638 -0.78
H -1.2755 3.0033 -5.5422 0.31
H -2.3187 4.4380 -5.4175 0.24
H -1.1265 4.1204 -4.1453 0.33
H -1.3323 2.2427 -2.8736 0.36
H -2.0240 1.0424 -4.0068 0.44
H -2.8848 0.5100 -1.8686 0.31
H -4.2325 1.2694 -2.7014 0.20
H -3.5804 4.1048 -2.2708 0.21
H -3.7600 4.1951 -0.5256 0.39
H -5.9691 4.4118 -1.3323 0.44
H -5.8350 2.7399 -0.7103 0.34
H -7.1855 1.5162 -2.0865 0.32
H -7.3772 2.0266 -3.7722 0.23
H -7.9204 3.1085 -2.4695 0.32

***

No. 7
78
Properties=species:S:1:pos:R:3:mulliken_charge:R:1 method="wB97M-V/def2-TZVPD" largest_force_ev_per_a=6.764 charge=-1 de_lowest_kcal_mol=232.6 homo_energy_ev=-4.66 orbital_gap_ev=2.657 total_energy_ha=-4217.1835
O 2.6251 1.4543 -0.1063 -0.54
V 1.0862 1.6226 -0.2917 1.85
O 0.5027 0.2211 -0.5834 -0.58
O -0.5560 2.9602 6.2524 -0.44
C 0.0269 3.3329 5.1448 0.70
O -0.0680 2.5359 4.1764 -0.76
O 0.4665 4.5139 5.0229 -0.71
H -0.8326 2.1465 5.8245 0.30
O 1.6421 7.3009 -3.4103 -0.48
C 1.4451 6.2032 -2.6292 0.72
O 1.3337 5.0242 -3.0959 -0.68
O 1.5522 6.3742 -1.3749 -0.70
H 1.9166 7.9892 -2.8000 0.31
C 7.1984 3.8791 4.6274 -0.75
O 8.1780 4.4909 3.7678 -0.29
P 7.8166 5.8082 2.8176 1.07
O 6.3822 6.2931 2.7835 -0.65
O 8.8996 6.8388 3.4248 -0.34
C 8.5345 7.3484 4.6902 -0.67
O 8.5639 5.4861 1.4215 -0.34
C 8.2198 4.2001 0.8411 -0.63
H 7.2259 2.8144 4.3957 0.28
H 6.1679 4.1248 4.3711 0.38
H 7.3728 4.1872 5.6583 0.28
H 7.7024 6.8317 5.1683 0.31
H 8.1137 8.3494 4.5947 0.28
H 9.4365 7.3164 5.3012 0.25
H 7.8066 4.3292 -0.1592 0.29
H 7.7989 3.4194 1.4747 0.29
H 9.2243 3.8406 0.6182 0.26
C -4.0488 1.3765 -4.7255 -0.68
O -4.8386 1.1053 -3.6513 -0.16
P -5.0976 2.0898 -2.3715 0.81
O -3.8154 2.5475 -1.8421 -0.62
O -6.1092 3.2248 -2.9415 -0.32
C -7.1756 2.9175 -3.8466 -0.68
O -5.9329 1.1762 -1.3975 -0.24
C -6.1573 1.5192 -0.0023 -0.65
H -4.2799 0.5843 -5.4377 0.23
H -2.9921 1.4440 -4.4666 0.28
H -4.1595 2.3858 -5.1220 0.31
H -7.1557 3.2580 -4.8819 0.26
H -8.1074 3.2497 -3.3888 0.30
H -7.2739 1.8340 -3.7796 0.30
H -6.1853 2.5848 0.2252 0.32
H -5.4060 0.9393 0.5337 0.26
H -7.1026 1.1391 0.3849 0.26
C 3.1008 -5.1542 -0.7204 -0.69
O 3.0782 -4.9134 0.7037 -0.30
P 2.2478 -6.0291 1.5933 0.98
O 2.7574 -7.4180 1.4499 -0.68
O 2.3264 -5.2860 3.0020 -0.34
C 1.7884 -3.9726 3.2023 -0.65
O 0.6820 -5.7563 1.1366 -0.19
C -0.4192 -6.4005 1.8548 -0.70
H 2.8132 -4.1958 -1.1528 0.28
H 2.4488 -5.9311 -1.1196 0.30
H 4.0810 -5.3262 -1.1651 0.28
H 2.5162 -3.4187 3.7953 0.28
H 0.8479 -3.9808 3.7532 0.28
H 1.5814 -3.3851 2.3078 0.32
H -0.8057 -7.2492 1.2904 0.27
H -1.2382 -5.6812 1.8514 0.27
H -0.2055 -6.5937 2.9060 0.31
O -7.4860 -6.0870 -4.3661 -0.59
C -6.7820 -6.4141 -3.3822 0.67
O -5.5140 -6.0678 -3.2375 -0.22
C -4.8738 -5.0502 -3.9933 -0.20
C -3.6591 -4.9004 -3.1880 -1.14
C -7.1119 -7.5963 -2.5776 -1.03
H -5.5090 -4.1646 -3.9763 0.30
H -4.6590 -5.4326 -4.9911 0.28
H -2.9067 -4.2751 -3.6686 0.39
H -3.1727 -5.7997 -2.8102 0.30
H -4.0037 -4.3132 -2.3368 0.30
H -6.7847 -8.4536 -3.1660 0.27
H -8.1841 -7.7491 -2.7008 0.37
H -6.8989 -7.6171 -1.5088 0.32